A molecular structure, C39H34BClN5O5V, computed with the ωB97M-V functional and the def2-TZVPD basis.

Cartesian coordinates (Å):
V -0.29049 -0.72367 2.06607
C 3.81430 -2.50599 1.96283
C 2.50974 -1.94649 2.42563
N 1.48169 -1.83564 1.67642
N 1.50267 -2.38800 0.41562
C 0.25332 -2.62235 0.07870
O -0.75510 -2.35761 0.81677
C 0.01178 -3.24273 -1.25387
C -1.23508 -3.79182 -1.53349
C -1.50066 -4.32829 -2.78463
C -0.52166 -4.31297 -3.76840
C 0.72587 -3.76720 -3.49141
C 0.99419 -3.23803 -2.23903
C 2.30556 -1.49746 3.81214
C 3.34661 -1.08666 4.63052
C 3.04905 -0.68174 5.92408
C 1.73658 -0.71357 6.35296
C 0.75673 -1.12456 5.45673
N 1.02818 -1.51699 4.21891
H 3.64144 -3.23407 1.17429
H 4.36457 -2.95888 2.78641
H 4.41424 -1.69333 1.54093
H -1.99007 -3.78921 -0.75869
H -2.47604 -4.74999 -2.99359
H -0.73048 -4.72146 -4.74959
H 1.48987 -3.74776 -4.25891
H 1.95666 -2.80128 -2.00948
H 4.35770 -1.04617 4.24911
H 3.83523 -0.33052 6.58042
H 1.45599 -0.39221 7.34618
H -0.29011 -1.11264 5.73496
O -1.22346 1.53602 5.28235
C -0.70898 1.10476 4.25051
O -1.26219 0.17360 3.51004
C 0.60280 1.53707 3.76012
C 1.36839 2.46987 4.45140
C 2.61887 2.80650 4.00215
C 3.09245 2.22666 2.77738
C 4.34201 2.54279 2.23535
C 4.77409 2.00954 1.02994
C 3.92742 1.15135 0.33541
C 2.68824 0.80924 0.84861
C 2.24143 1.30513 2.09083
N 1.04623 0.90947 2.61972
H 0.94045 2.89297 5.35112
H 3.24224 3.51864 4.52962
H 4.97406 3.23694 2.78043
H 5.74478 2.27299 0.62822
H 4.23062 0.74681 -0.62376
H 2.04114 0.15049 0.28548
Cl -5.24039 -1.98041 -1.35849
C -4.72133 -1.42318 0.20485
C -5.64927 -1.07780 1.16892
C -5.16865 -0.63151 2.38737
C -3.79766 -0.55509 2.58916
N -2.91419 -0.90671 1.65490
C -3.36747 -1.32709 0.47647
H -6.70888 -1.15094 0.96334
H -5.84744 -0.33936 3.17702
H -3.36730 -0.19494 3.51425
H -2.62394 -1.57994 -0.26520
C -2.91520 2.96998 -5.72940
C -1.63301 2.16420 -5.47617
C -0.46040 2.83624 -6.20430
C -1.82446 0.76952 -6.07426
C -1.34653 2.11461 -3.97365
C -1.15724 3.30938 -3.27339
C -0.88874 3.34672 -1.90668
C -0.81359 2.14092 -1.24722
O -0.56438 1.87579 0.06762
B -0.58557 0.47552 0.22116
O -0.87115 -0.08707 -1.05274
C -0.99933 0.94911 -1.92765
C -1.26453 0.90407 -3.27922
H -3.13574 3.01342 -6.79957
H -2.82176 3.99230 -5.36189
H -3.76229 2.50584 -5.22091
H -0.65523 2.87595 -7.27957
H 0.46221 2.27661 -6.03977
H -0.30110 3.85507 -5.84981
H -2.02662 0.85658 -7.14412
H -2.66689 0.24943 -5.61461
H -0.93122 0.15461 -5.95026
H -1.21645 4.25037 -3.80695
H -0.74009 4.28052 -1.38091
H -1.39699 -0.05426 -3.76180

Forces on the atoms, in the same order (eV/Å):
V -0.73 0.48 0.09
C -0.02 0.02 0.02
C 0.08 -0.06 -0.21
N 0.06 0.03 0.13
N 0.07 -0.11 -0.19
C 0.07 -0.07 -0.05
O 0.16 0.12 0.00
C -0.07 -0.02 -0.01
C 0.02 0.01 0.01
C 0.00 0.00 -0.01
C -0.01 0.00 0.01
C 0.01 0.00 -0.02
C 0.01 0.01 0.01
C -0.06 0.05 0.13
C 0.00 0.00 0.01
C 0.03 0.00 0.00
C -0.03 0.00 0.00
C 0.01 -0.01 -0.01
N -0.01 -0.01 0.09
H 0.01 0.00 0.00
H 0.01 -0.01 0.00
H 0.01 0.00 0.01
H -0.01 0.01 0.00
H 0.00 0.00 0.00
H 0.00 0.00 0.00
H 0.00 0.00 0.00
H 0.00 0.00 0.00
H 0.00 0.00 -0.01
H 0.00 0.00 0.00
H 0.00 0.00 0.00
H -0.01 0.00 -0.01
O -0.02 -0.02 -0.10
C 0.05 0.18 0.21
O 0.26 -0.27 -0.10
C 0.02 -0.05 -0.02
C 0.03 0.02 0.00
C -0.02 0.00 0.02
C -0.03 -0.04 -0.03
C 0.00 0.00 -0.01
C -0.02 0.00 0.02
C 0.02 0.00 -0.01
C -0.04 0.01 0.03
C 0.11 0.05 -0.04
N -0.14 -0.16 -0.14
H 0.00 0.00 0.00
H 0.00 0.00 0.00
H 0.00 0.00 0.00
H 0.00 0.00 0.00
H -0.01 0.00 0.00
H 0.01 -0.01 0.00
Cl 0.00 -0.01 -0.03
C 0.01 0.02 0.02
C 0.00 0.01 0.00
C -0.01 0.01 0.00
C 0.01 -0.03 -0.03
N 0.00 0.01 0.06
C 0.01 0.02 0.00
H 0.00 0.00 0.00
H 0.00 0.00 0.00
H 0.00 0.01 0.01
H 0.01 -0.03 -0.02
C 0.01 -0.01 0.01
C -0.01 0.01 -0.03
C -0.01 -0.01 0.01
C 0.00 0.01 0.02
C 0.00 0.01 0.00
C 0.00 -0.01 -0.01
C 0.01 0.03 0.05
C -0.01 -0.11 0.02
O -0.02 0.18 -0.07
B 0.15 -0.27 0.33
O 0.01 -0.03 -0.16
C 0.01 0.08 -0.03
C 0.00 -0.05 0.01
H 0.01 -0.01 0.00
H -0.01 0.00 0.00
H -0.01 0.01 0.00
H 0.01 0.00 0.00
H 0.00 0.00 0.00
H 0.00 0.00 0.00
H 0.00 0.00 0.00
H 0.01 -0.01 0.00
H -0.01 -0.01 0.00
H 0.00 0.00 0.00
H 0.00 0.00 -0.01
H 0.00 0.00 0.01

## Properties
* multiplicity: 4
* charge: -1
* LUMO energy (spin up / spin down): 2.360 / 2.355 eV
* expectation value of S²: 3.79
* relative energy (zero: lowest compared OMol25 entry of this formula, charge and spin): 0.614 eV
* calculated total energy: -3585.84954 hartree